# C36H63Cl3F3N7O6PbS2Sb

C36H63Cl3F3N7O6PbS2Sb as an isolated structure (ωB97M-V with the def2-TZVPD basis set, OMol25).

```
122
Properties=species:S:1:pos:R:3:forces:R:3
Pb 0.4088 1.1350 0.4423 -0.4 -0.1 0.2
Cl -0.4458 -0.2167 -4.0648 -0.2 0.1 -0.3
C 0.9259 0.8157 -3.6833 0.2 0.1 0.1
Cl 2.2507 -0.1287 -2.9618 0.1 0.1 -0.1
H 0.6023 1.5600 -2.9587 0.1 -0.1 -0.1
H 1.2870 1.2627 -4.6076 0.0 0.0 0.2
O -1.2472 -0.5639 1.3964 -0.3 0.1 0.2
H -0.9129 -0.7130 2.2908 0.2 -0.1 0.2
H -1.0623 -1.3756 0.8656 0.0 0.1 0.1
C -0.0250 2.4306 2.3733 0.0 -0.2 -0.4
H 0.8266 3.0351 2.6772 0.3 0.0 -0.1
H -0.3112 1.8311 3.2317 -0.1 -0.4 0.0
H -0.8469 3.1121 2.1880 -0.2 0.2 -0.2
F -1.9831 3.3523 -0.2861 -0.1 0.2 0.2
C -1.3061 2.3601 -0.9292 0.0 -0.2 0.1
F -2.3058 1.5308 -1.4037 0.3 0.2 0.0
F -0.8575 2.9944 -2.0879 0.2 -0.1 0.0
C 3.9931 1.2621 0.5305 0.1 -0.1 0.0
C 3.4680 2.6021 0.2222 0.1 -0.2 0.0
N 2.2099 2.8310 -0.0751 0.1 0.1 -0.1
C 2.0841 4.1599 -0.3291 0.3 0.4 0.0
C 3.2961 4.7562 -0.1775 -0.2 0.3 -0.1
N 4.1803 3.7601 0.1800 -0.3 -0.1 0.0
C 5.5900 4.0289 0.4185 0.1 0.5 0.0
N 6.3184 2.9513 0.9929 0.4 -0.6 -0.4
N 6.3828 2.7774 2.3305 -0.6 0.9 0.4
N 7.0504 1.7445 2.6110 0.2 -0.5 0.7
C 7.4698 1.1481 1.4564 -0.3 0.5 -1.3
C 8.1994 -0.0155 1.2179 0.0 0.1 0.0
C 8.4557 -0.3300 -0.0962 0.1 -0.2 0.1
C 8.0102 0.4730 -1.1552 -0.1 0.1 -0.1
C 7.2806 1.6203 -0.9413 -0.1 0.1 -0.2
C 7.0048 1.9405 0.3801 0.4 -0.4 0.7
H 4.3736 1.1871 1.5484 0.1 0.0 0.0
H 4.7809 0.9564 -0.1558 -0.1 0.0 0.0
H 3.1886 0.5374 0.4334 0.1 0.1 -0.1
H 1.1356 4.5798 -0.5959 -0.2 0.2 -0.1
H 3.6069 5.7760 -0.2906 0.1 0.2 0.0
H 5.6472 4.8735 1.1191 0.1 -0.2 -0.3
H 6.0660 4.2996 -0.5369 -0.1 0.0 0.3
H 8.5205 -0.6406 2.0361 0.0 -0.1 0.0
H 9.0049 -1.2286 -0.3363 0.0 -0.1 0.0
H 8.2350 0.1669 -2.1676 0.0 0.0 0.0
H 6.9255 2.2300 -1.7570 -0.1 0.0 -0.2
C -0.5800 -4.9699 -4.6627 -0.1 0.2 0.0
C -1.1647 -3.8056 -3.8689 0.1 -0.2 -0.1
C -1.0801 -4.0171 -2.3595 0.3 0.6 0.1
S -0.2452 -2.5875 -1.5165 0.4 -1.0 -0.9
O -0.8070 -2.6476 -0.1452 -0.3 0.0 1.0
C 1.4506 -3.3184 -1.3730 -0.4 0.4 0.2
C 1.5472 -4.3639 -0.2695 -0.1 -0.2 0.0
C 1.7658 -5.7882 -0.7689 0.0 0.1 0.1
H -0.7063 -4.7911 -5.7282 0.0 -0.1 -0.1
H -1.0837 -5.8971 -4.3971 0.0 -0.1 -0.1
H 0.4827 -5.0872 -4.4639 0.1 0.0 0.1
H -2.2075 -3.6724 -4.1600 0.0 0.1 0.0
H -0.6379 -2.8892 -4.1403 0.0 0.0 -0.1
H -0.5271 -4.9172 -2.1110 0.0 -0.1 0.1
H -2.0591 -4.0656 -1.8873 0.0 0.1 0.1
H 2.0845 -2.4697 -1.1219 -0.1 0.0 -0.2
H 1.7263 -3.6945 -2.3568 0.0 0.0 -0.2
H 0.6418 -4.3065 0.3425 0.1 0.0 0.1
H 2.3777 -4.0990 0.3863 -0.1 0.1 0.0
H 0.8995 -6.1855 -1.2975 0.0 -0.1 -0.1
H 1.9722 -6.4420 0.0767 0.0 -0.1 0.0
H 2.6223 -5.8238 -1.4388 0.1 -0.1 -0.1
S 0.0039 -0.9947 4.4627 -0.5 -0.7 -0.2
C 1.1116 0.1130 4.9640 0.4 -0.2 -0.5
N 2.3500 0.1758 4.3476 -0.2 0.2 0.3
C 3.2762 1.0634 4.7156 0.2 0.4 0.3
C 3.0174 1.9443 5.7299 -0.1 0.0 0.0
C 1.7502 1.8307 6.3394 0.6 0.1 -0.2
N 0.8564 0.9622 5.9801 -0.4 0.1 0.4
H 2.5979 -0.4792 3.6012 -0.2 0.0 0.0
H 4.2114 1.0217 4.1799 0.1 0.0 -0.1
H 3.7371 2.6770 6.0498 0.1 0.0 0.0
H 1.4716 2.4771 7.1625 0.0 0.1 0.1
C -3.7635 -3.7200 0.7634 0.1 0.2 -0.1
C -4.4916 -2.5519 1.4163 0.0 0.3 -0.3
C -5.9707 -2.8916 1.5502 0.0 0.1 -0.1
C -3.8843 -2.3408 2.7955 0.0 0.2 -0.1
Sb -4.0156 -0.6833 0.1442 -0.9 -0.4 0.0
C -5.5342 -0.8519 -1.5858 0.2 0.0 0.5
C -5.5057 0.4443 -2.3851 0.1 0.0 0.2
C -6.9651 -1.1653 -1.1885 0.2 0.0 0.0
C -4.9747 -1.9499 -2.4802 0.1 0.0 0.3
C -4.8821 0.9667 1.4537 -0.1 -0.4 -0.2
C -3.7378 1.3768 2.3664 0.0 -0.2 -0.1
C -6.0906 0.5796 2.2893 0.0 -0.1 -0.1
C -5.2606 2.1506 0.5811 0.0 -0.2 -0.2
H -3.8826 -4.6295 1.3600 -0.1 -0.1 0.1
H -2.7016 -3.5057 0.6755 0.1 -0.1 -0.1
H -4.1584 -3.9268 -0.2307 0.0 -0.1 -0.1
H -6.1333 -3.5511 2.4062 0.0 -0.1 0.1
H -6.3268 -3.4190 0.6676 -0.1 0.0 -0.1
H -6.5832 -2.0079 1.6970 -0.2 0.0 0.0
H -3.9694 -3.2546 3.3894 0.0 -0.2 0.0
H -4.3892 -1.5494 3.3402 0.0 0.1 0.2
H -2.8303 -2.0924 2.7223 0.2 0.1 0.1
H -6.0756 1.2284 -1.8982 0.0 0.2 0.0
H -5.9498 0.2823 -3.3703 -0.1 -0.1 -0.2
H -4.4873 0.7941 -2.5271 0.2 0.2 -0.1
H -7.3164 -0.4699 -0.4302 -0.2 0.1 0.1
H -7.0528 -2.1754 -0.8028 -0.1 -0.1 0.1
H -7.6294 -1.0796 -2.0528 -0.1 0.0 -0.2
H -3.9834 -1.6665 -2.8302 0.2 -0.1 -0.1
H -5.6160 -2.1024 -3.3514 -0.1 0.0 -0.2
H -4.8949 -2.8995 -1.9565 0.0 -0.2 0.0
H -3.3806 0.5380 2.9560 0.1 -0.1 0.2
H -4.0617 2.1660 3.0492 -0.1 0.1 0.1
H -2.9046 1.7495 1.7801 0.2 0.1 0.0
H -5.8590 -0.2155 2.9921 -0.1 -0.1 0.1
H -6.9267 0.2651 1.6660 -0.1 -0.1 0.0
H -6.4233 1.4439 2.8725 0.0 0.1 0.1
H -4.4631 2.3976 -0.1101 0.1 0.2 -0.2
H -5.4488 3.0262 1.2061 0.0 0.1 0.1
H -6.1676 1.9540 0.0143 -0.1 0.0 -0.1
O 5.3716 -1.3391 0.6513 0.9 0.2 -0.3
Cl 4.2376 -1.8047 1.3795 -0.2 -0.1 -0.4
O 4.3787 -3.1737 1.7099 0.2 -1.1 0.3
O 4.0956 -1.0290 2.5819 0.1 0.6 1.1
O 3.0631 -1.6132 0.5878 -0.8 0.0 -0.5
```
Positions in Å, forces in eV/Å.

## Properties
- charge = -1
- lowest unoccupied orbital energy (Ha) = 0.0719
- Kohn-Sham gap (Ha) = 0.2512
- calculated total energy (eV) = -140238.7551

***

# C5H9AsF12NNaO8S3

C5H9AsF12NNaO8S3 as an isolated structure (ωB97M-V with the def2-TZVPD basis set, OMol25).

```
40
Properties=species:S:1:pos:R:3:forces:R:3
Na 17.8228 -11.1231 19.5659 -0.3 -0.5 0.7
C 19.7571 -15.5529 21.8022 -0.4 0.2 0.3
F 19.2503 -16.2973 22.7976 0.1 -0.1 -0.2
F 20.5946 -14.6705 22.3608 0.1 -0.1 -0.1
F 20.4621 -16.3606 20.9978 0.1 0.1 0.0
S 18.4112 -14.6677 20.8561 1.0 1.8 0.9
O 19.0868 -13.5066 20.3402 0.2 0.1 0.0
O 17.9670 -15.6080 19.8877 -0.6 -0.9 -0.2
N 17.4503 -14.2239 22.0680 -0.3 -1.3 -1.3
S 16.0308 -14.9396 21.8404 -0.4 -0.3 0.2
O 15.2936 -14.4162 20.7321 -0.1 0.2 -0.2
O 16.0488 -16.3752 21.9943 -0.1 0.1 0.3
C 15.0511 -14.3326 23.3175 0.1 0.2 0.1
F 15.0416 -15.2502 24.3121 0.1 0.4 -0.2
F 15.4992 -13.1739 23.7965 -0.2 -0.4 0.0
F 13.7672 -14.1642 22.9369 0.4 -0.1 0.2
As 15.7715 -11.2483 16.5433 0.6 0.3 -0.4
F 15.3816 -10.4390 18.0164 0.0 0.2 0.5
F 17.0702 -12.0657 17.3632 0.2 0.0 0.2
F 16.2179 -12.0099 15.0527 0.1 -0.1 -0.1
F 14.5098 -10.3932 15.7411 -0.4 0.4 -0.3
F 16.8726 -9.9341 16.1704 0.1 0.1 -0.1
F 14.6993 -12.5129 16.9026 -0.5 -0.6 0.2
O 17.3083 -10.8179 21.8179 0.2 0.4 -0.7
H 16.9192 -10.0282 22.2081 0.0 -0.2 0.1
O 19.6858 -7.4900 19.4616 0.5 0.5 -0.1
S 18.9184 -8.3248 18.5946 -0.7 -0.3 0.2
O 19.3819 -9.6257 18.2377 0.3 -0.3 0.0
O 17.5088 -8.5482 19.2582 -0.1 0.2 -0.3
C 17.1385 -7.8625 20.4711 0.0 0.3 1.1
C 15.6524 -8.0820 20.6560 -0.1 0.0 -0.6
C 18.4576 -7.5199 17.0939 -0.2 0.7 0.4
H 17.3782 -6.7913 20.4643 0.0 -0.1 -0.7
H 17.7456 -8.2776 21.2767 -0.3 -0.3 0.0
H 15.1252 -7.6867 19.7810 0.0 0.0 0.1
H 15.2845 -7.5607 21.5398 0.1 0.0 0.1
H 15.4162 -9.1441 20.7136 0.1 0.0 0.2
H 17.4242 -7.7915 16.8946 0.2 -0.4 -0.3
H 19.1605 -7.8424 16.3352 -0.1 0.0 -0.2
H 18.4732 -6.4418 17.2522 0.3 0.0 0.0
```
Positions in Å, forces in eV/Å.

## Properties
- charge = -2
- lowest unoccupied orbital energy (Ha) = 0.1369
- Kohn-Sham gap (Ha) = 0.2040
- calculated total energy (eV) = -153577.5220

***

# C27H81O36P9

A 9-piece molecular cluster, C27H81O36P9 overall (ωB97M-V with the def2-TZVPD basis set, OMol25).

```
153
Properties=species:S:1:pos:R:3:forces:R:3
C 4.2626 -0.9023 2.7744 0.2 0.0 1.8
O 4.8335 -2.2453 2.8961 0.9 -0.8 -1.8
P 6.3074 -2.5960 2.2281 -2.0 1.0 1.7
O 6.5350 -1.9734 0.9450 0.1 -0.2 -1.3
O 7.2111 -2.0629 3.3812 0.4 0.1 0.9
C 8.3270 -1.2470 3.1237 0.3 0.7 0.3
O 6.5772 -4.1396 2.4006 -1.0 -0.4 -0.7
C 6.3406 -4.7228 3.6812 -0.6 0.0 0.9
H 4.1733 -0.6347 3.8273 0.0 0.5 -0.1
H 3.2389 -0.8582 2.4027 0.1 -0.7 -0.5
H 4.8444 -0.1232 2.2817 0.4 -0.6 -0.3
H 9.2514 -1.7451 3.4159 0.0 -0.2 -0.1
H 8.1842 -0.3915 3.7839 0.3 0.3 -0.3
H 8.3354 -0.9808 2.0667 0.2 0.2 0.1
H 6.2892 -5.8102 3.6266 0.5 0.1 -0.4
H 5.3714 -4.4180 4.0760 -0.1 0.2 -0.1
H 7.0791 -4.3682 4.4002 0.2 -0.3 -0.2
C -7.1108 4.0983 0.1603 0.4 0.1 -0.1
O -6.3250 3.1642 -0.5684 1.5 -2.0 -0.7
P -5.0620 2.3384 0.0600 -1.3 -0.2 1.0
O -4.3017 3.1105 1.0821 -0.6 -1.1 -1.3
O -4.1712 1.8743 -1.2139 -1.3 0.1 0.8
C -4.6478 0.8864 -2.1338 -0.2 -1.3 -1.1
O -5.8002 0.9494 0.6302 1.0 1.5 -0.6
C -5.3260 0.3804 1.8936 0.4 0.3 -0.4
H -7.0330 3.8266 1.2130 -0.1 0.7 0.1
H -8.1485 4.0971 -0.1733 0.0 -0.6 0.0
H -6.7204 5.0662 -0.1542 0.0 0.2 0.9
H -4.0696 -0.0376 -2.1456 0.6 0.2 0.8
H -4.5786 1.1821 -3.1807 0.0 0.9 0.2
H -5.6573 0.4955 -2.0064 -0.2 0.7 0.6
H -4.8747 1.2004 2.4521 -0.2 -0.4 0.3
H -4.5920 -0.4073 1.7234 0.2 0.2 -0.3
H -6.1406 -0.1229 2.4144 -0.2 0.6 -0.1
C -2.3036 -4.0011 1.0220 -0.4 0.0 -1.1
O -3.0127 -3.6542 2.2127 -0.8 -1.3 1.2
P -4.0098 -4.7736 2.9147 -1.0 0.0 -2.0
O -4.8818 -5.5447 1.9295 2.2 1.6 2.2
O -4.8206 -3.8641 3.9762 2.9 -1.8 -0.4
C -5.8940 -3.0737 3.6263 -2.6 1.2 -0.5
O -2.9895 -5.6730 3.8030 -0.5 0.2 -0.5
C -2.2728 -6.7337 3.0898 -0.5 -0.2 -0.3
H -1.2163 -3.9321 1.0560 0.0 0.4 0.8
H -2.6438 -3.2904 0.2689 0.2 -0.3 -0.1
H -2.4829 -5.0193 0.6766 -0.5 0.0 0.1
H -6.0935 -2.9213 2.5656 0.4 -0.6 -0.3
H -5.8939 -2.0509 4.0032 1.0 -0.1 0.5
H -6.7953 -3.4981 4.0687 -0.1 -0.3 -0.2
H -2.4481 -7.7108 3.5399 -0.3 0.3 0.4
H -1.1909 -6.6022 3.0711 -0.1 0.6 0.2
H -2.6392 -6.8111 2.0662 0.0 0.1 0.0
C -0.1994 -1.4559 -8.2587 -0.8 -1.1 -0.3
O 0.5662 -1.7546 -7.0634 0.1 -0.9 -0.3
P 0.8712 -3.3165 -6.6333 -0.7 -0.9 -1.7
O 0.5546 -4.3596 -7.6947 0.6 2.6 2.5
O 2.4171 -3.2161 -6.1888 -0.1 0.2 0.2
C 3.5022 -2.5660 -6.9455 -1.2 -1.1 -1.0
O 0.0297 -3.5473 -5.2494 0.7 0.6 -1.7
C 0.2191 -2.6427 -4.1507 0.9 -0.3 0.5
H 0.0793 -0.5303 -8.7625 0.3 0.1 0.7
H -1.2683 -1.4795 -8.0467 0.0 0.5 0.4
H -0.1381 -2.2481 -9.0048 0.6 -0.2 0.1
H 4.1707 -3.2940 -7.4050 0.3 -0.6 1.1
H 4.0260 -1.8481 -6.3143 -0.4 0.0 -0.3
H 3.0908 -2.2463 -7.9029 -0.3 1.3 0.4
H 1.1970 -2.9129 -3.7522 0.1 0.4 0.2
H -0.4915 -2.8164 -3.3426 -0.4 -0.3 -0.5
H 0.1918 -1.5826 -4.4025 -0.1 -0.1 -0.4
C -1.1251 -1.0997 3.6042 1.6 0.9 0.9
O -2.4004 -0.4414 3.5474 -1.5 -0.7 1.3
P -3.2839 -0.4147 4.9696 -0.3 -0.6 0.1
O -4.7246 0.0071 4.8546 3.1 -0.4 -0.3
O -3.1711 -1.9645 5.4866 0.5 2.4 -0.2
C -2.2272 -2.3601 6.4879 0.4 -0.5 0.1
O -2.3621 0.4387 6.0474 -0.9 -4.5 -1.5
C -2.0504 1.7759 5.9580 -1.0 1.3 -0.3
H -0.9705 -1.9553 4.2616 -1.0 0.1 0.3
H -0.4723 -0.3129 3.9821 0.5 -0.1 0.1
H -0.6380 -1.4611 2.6986 -1.2 0.5 -0.8
H -1.4388 -2.9871 6.0716 -0.3 -0.4 -0.4
H -2.8054 -2.9517 7.1977 0.3 0.3 0.3
H -1.6473 -1.5410 6.9132 -0.7 0.2 0.3
H -2.5903 2.1289 6.8367 0.6 1.2 -0.1
H -2.5010 2.1632 5.0442 0.1 0.6 0.1
H -0.9758 1.9576 5.9368 0.0 -0.1 0.3
C -1.3856 2.2323 -5.8212 1.4 -0.4 -0.5
O -2.4100 2.5634 -6.7559 -0.4 2.4 0.2
P -2.7688 4.1779 -6.5607 -0.5 -1.2 -1.0
O -2.2743 4.8432 -5.3699 -0.2 -0.1 0.6
O -2.2286 4.8566 -7.8865 0.4 -0.7 -0.5
C -2.5228 6.2040 -8.2215 -0.9 0.6 -0.1
O -4.3494 4.1665 -6.7375 1.2 0.6 1.5
C -4.9121 3.5877 -7.8602 -1.0 0.2 -1.6
H -0.7790 1.4052 -6.1900 -0.8 -0.7 0.0
H -1.8193 2.0529 -4.8374 0.4 0.1 0.0
H -0.6078 2.9931 -5.8862 -0.2 0.4 0.9
H -1.6365 6.8349 -8.2891 0.1 -0.4 0.1
H -3.2314 6.6528 -7.5254 0.2 0.0 0.4
H -3.0617 6.2313 -9.1685 0.3 -0.2 -0.2
H -5.0448 2.5109 -7.7548 -0.1 0.1 0.0
H -4.3549 3.8190 -8.7680 0.5 -0.3 0.0
H -5.8323 4.1453 -8.0343 -0.4 -0.6 0.2
C 0.9839 2.4286 3.5322 -0.9 -0.3 -0.6
O 1.3769 3.1379 4.7072 1.1 -0.5 0.7
P 2.7245 2.6610 5.4842 0.0 0.8 -0.6
O 3.5322 1.6822 4.6966 -0.9 1.3 1.5
O 3.4730 4.0953 5.7571 -0.8 -1.4 0.5
C 2.7419 5.1703 6.4103 0.0 0.3 -0.8
O 2.1356 2.2262 6.9288 -0.6 0.0 -1.0
C 2.9917 1.9921 8.0795 0.9 0.6 -1.8
H 1.5434 1.5045 3.3874 0.0 0.1 0.1
H 1.0316 3.0257 2.6215 0.7 0.4 0.2
H -0.0869 2.2349 3.5959 0.0 -0.3 0.4
H 3.4288 6.0095 6.5202 0.1 -0.3 0.0
H 2.3145 4.9420 7.3867 0.2 -0.5 -0.1
H 1.9491 5.4897 5.7339 -0.1 0.0 0.1
H 3.0729 0.9272 8.2974 -0.5 0.2 0.2
H 2.6747 2.6447 8.8929 0.0 -0.4 0.0
H 3.9463 2.3047 7.6564 0.6 0.0 1.1
C 1.6198 -2.4656 -0.1817 0.2 -1.2 1.5
O 1.3822 -1.4441 -1.0877 -1.8 2.3 -1.4
P -0.1300 -0.8263 -1.0645 -0.1 0.9 1.2
O -1.2112 -1.7891 -0.8642 0.2 -0.2 -0.6
O -0.0850 0.2186 0.2007 1.5 -1.4 -1.3
C -1.2092 1.0206 0.4409 -1.6 0.9 -0.1
O -0.2909 0.0702 -2.3887 -1.1 -1.9 2.1
C 0.7044 1.0060 -2.6889 1.1 -0.2 -0.3
H 2.6624 -2.4569 0.1361 0.1 0.1 -0.3
H 1.3737 -3.4339 -0.6175 0.0 0.0 0.1
H 1.0270 -2.2981 0.7175 -0.1 -0.3 0.1
H -1.8004 1.1867 -0.4596 0.2 0.3 -0.3
H -0.8862 1.9839 0.8356 0.1 -0.1 -0.1
H -1.9565 0.6117 1.1210 0.4 -0.5 0.4
H 1.6065 0.7121 -2.1523 0.3 0.3 -0.4
H 0.4353 2.0139 -2.3729 -0.2 0.0 -0.4
H 0.7985 0.8070 -3.7565 0.7 1.1 -0.1
C 4.5013 2.9723 -3.9641 0.6 0.2 -1.4
O 4.6257 2.7470 -2.5927 -1.0 -1.1 1.2
P 5.0115 1.2755 -2.0950 -0.3 1.0 3.1
O 6.4461 1.0620 -2.2919 -0.8 -0.9 0.2
O 4.5233 1.3524 -0.4629 3.8 -1.4 -2.9
C 3.3104 1.7992 -0.0626 -2.5 0.4 -0.6
O 3.9183 0.2976 -2.7166 -0.3 -0.7 0.0
C 4.0181 -1.1806 -2.6352 1.3 0.5 -1.1
H 5.4238 3.4305 -4.3207 0.0 0.2 -0.1
H 3.6676 3.6413 -4.1776 -0.1 -0.1 0.2
H 4.4025 2.0365 -4.5141 -0.3 0.0 -0.1
H 3.4037 2.3559 0.8698 -0.1 0.4 -0.3
H 2.5450 1.0377 0.0868 0.3 -0.8 0.5
H 2.8566 2.2909 -0.9231 -0.2 1.3 0.5
H 4.8308 -1.4155 -3.3226 0.5 -0.2 0.5
H 3.2015 -1.7138 -3.1218 -0.7 0.9 0.4
H 4.2117 -1.5523 -1.6290 0.0 0.3 -0.1
```
Positions in Å, forces in eV/Å.

## Properties
- lowest unoccupied orbital energy (Ha) = 0.0083
- energy above the lowest of the compared OMol25 structures with the same formula, charge and spin (kcal/mol) = 144.8
- SMILES = COP(=O)(OC)OC.COP(=O)(OC)OC.COP(=O)(OC)OC.COP(=O)(OC)OC.COP(=O)(OC)OC.COP(=O)(OC)OC.COP(=O)(OC)OC.COP(=O)(OC)OC.COP(=O)(OC)OC
- Kohn-Sham gap (Ha) = 0.3848
- calculated total energy (eV) = -186637.6703